1.
# C33H79F6N9O7P

A 10-piece molecular cluster, C33H79F6N9O7P overall at a distorted geometry (wB97M-V/def2-TZVPD, OMol25).

Its LUMO energy is 2.11 eV. As for the energy above the lowest of the compared OMol25 structures with the same formula, charge and spin: 451.6 kJ/mol. For the HOMO-LUMO gap, the calculation gives 8.32 eV. The value obtained for the max |F| is 4.51 eV Å⁻¹. Its total charge is -1.

Geometry (Å):
P1 0.3883 0.1326 0.6967
F1 1.4410 -1.2092 0.5805
F2 0.3543 0.1030 -0.9407
F3 -1.0103 -0.8023 0.6744
F4 -0.6349 1.3586 0.6874
F5 0.5309 0.0986 2.3472
F6 1.7670 1.0775 0.5239
C1 -3.6890 -3.0616 -0.7914
C2 -3.4991 -3.1490 0.7644
N1 -3.7596 -4.5281 1.1931
C3 -2.6219 -5.3915 0.8223
C4 -1.4988 -5.0831 1.8272
C5 -4.4546 -4.6343 2.5259
C6 -5.2081 -6.0058 2.5426
H1 -4.6755 -3.3427 -1.1603
H2 -2.9067 -3.5069 -1.4061
H3 -3.5346 -2.0102 -1.0336
H4 -2.5385 -2.6962 1.0102
H5 -4.2176 -2.4884 1.2497
H6 -2.8900 -6.4479 0.8095
H7 -2.2146 -5.1918 -0.1688
H8 -1.3534 -4.0056 1.7496
H9 -1.7550 -5.3168 2.8606
H10 -0.5063 -5.4924 1.6386
H11 -5.1849 -3.8259 2.5605
H12 -3.7827 -4.5908 3.3832
H13 -6.0332 -5.8420 3.2358
H14 -4.5594 -6.8397 2.8109
H15 -5.5896 -6.2210 1.5445
C7 0.5154 4.8347 0.5770
C8 -0.2669 5.8464 1.4224
N2 0.3665 7.1609 1.5250
C9 0.9884 7.8044 0.3550
C10 2.3144 8.3814 0.7599
C11 -0.2293 8.1089 2.4328
C12 -1.6360 8.3935 1.8687
H16 0.2594 5.0922 -0.4508
H17 0.1627 3.8211 0.7677
H18 1.5820 4.9694 0.7563
H19 -1.3341 5.9470 1.2246
H20 -0.2524 5.4579 2.4407
H21 1.2680 7.1372 -0.4603
H22 0.3560 8.5499 -0.1271
H23 3.0150 7.5511 0.8481
H24 2.7921 8.9063 -0.0673
H25 2.2838 8.9633 1.6811
H26 0.3733 8.9900 2.2123
H27 -0.0331 7.7705 3.4502
H28 -1.9980 9.3324 2.2876
H29 -2.3044 7.6636 2.3256
H30 -1.7744 8.4910 0.7919
C13 2.8899 0.7128 -2.9254
O1 2.5214 0.3684 -4.0313
N3 4.0200 1.4295 -2.8507
C14 4.4551 1.6676 -1.5199
C15 4.8695 1.8551 -4.0024
H31 2.2975 0.7300 -1.9975
H32 4.2276 2.6864 -1.2064
H33 5.5265 1.4788 -1.4524
H34 3.9510 1.1237 -0.7211
H35 5.8444 1.3817 -4.1192
H36 4.3484 1.7849 -4.9572
H37 5.0049 2.9364 -3.9784
C16 -0.2743 -1.2909 4.9273
O2 -1.2971 -1.2002 5.6845
N4 0.4356 -2.4138 4.7744
C17 1.7977 -2.3629 4.2241
C18 -0.0108 -3.6255 5.4070
H38 0.2330 -0.4272 4.4703
H39 2.4389 -2.8179 4.9791
H40 2.2090 -1.3545 4.1782
H41 1.9714 -2.8116 3.2461
H42 -1.0393 -3.6538 5.7669
H43 0.1131 -4.5034 4.7730
H44 0.6864 -3.8709 6.2082
C19 -0.6236 -1.7835 -5.7256
O3 0.3092 -0.9403 -5.9056
N5 -1.4218 -1.9344 -4.6439
C20 -1.3312 -1.0902 -3.4427
C21 -2.0884 -3.2201 -4.6287
H45 -0.8630 -2.5550 -6.4736
H46 -0.8448 -0.1649 -3.7516
H47 -0.7164 -1.6883 -2.7701
H48 -2.2665 -0.7830 -2.9747
H49 -2.1851 -3.7591 -5.5712
H50 -1.6960 -3.7028 -3.7337
H51 -3.0841 -3.1102 -4.1989
C22 -5.5543 0.4484 2.6434
O4 -6.3773 0.6746 3.5506
N6 -4.3033 1.0646 2.6328
C23 -3.3955 1.0796 1.5010
C24 -3.9283 1.9211 3.7028
H52 -5.9212 -0.1864 1.8219
H53 -3.0932 0.0993 1.1326
H54 -2.4150 1.4950 1.7335
H55 -3.8209 1.5981 0.6418
H56 -4.1218 2.9324 3.3450
H57 -4.2377 1.6461 4.7112
H58 -2.8548 1.8798 3.8871
C25 3.1166 -3.2682 -4.5353
O5 2.7123 -2.3741 -5.2902
N7 2.5757 -3.4997 -3.3289
C26 2.9256 -4.6761 -2.5594
C27 1.5610 -2.7524 -2.7320
H59 4.0135 -3.8665 -4.7585
H60 2.4199 -4.5769 -1.5989
H61 3.9879 -4.6472 -2.3172
H62 2.7381 -5.6340 -3.0445
H63 0.7388 -3.4666 -2.6877
H64 1.7452 -2.2790 -1.7677
H65 1.2659 -1.9769 -3.4389
C28 6.2325 -3.8349 0.1483
O6 6.7279 -4.8245 0.7701
N8 5.1506 -3.1065 0.4801
C29 4.7925 -1.9072 -0.1934
C30 4.3860 -3.3245 1.7001
H66 6.6039 -3.4610 -0.8184
H67 3.7418 -1.7696 -0.4484
H68 5.4028 -1.7426 -1.0814
H69 5.2246 -1.2652 0.5741
H70 4.4801 -2.4474 2.3403
H71 3.3190 -3.5077 1.5731
H72 4.7542 -4.1629 2.2914
C31 -1.8206 4.5561 -3.1507
O7 -3.0029 4.4911 -3.4643
N9 -1.2935 3.6201 -2.4129
C32 0.1748 3.4796 -2.4908
C33 -1.9887 2.4110 -2.1417
H73 -1.1760 5.3343 -3.5879
H74 0.6951 4.3758 -2.8289
H75 0.4505 2.6277 -3.1124
H76 0.6632 3.3309 -1.5277
H77 -1.4053 1.6239 -1.6639
H78 -2.7444 2.6056 -1.3806
H79 -2.3645 1.9116 -3.0347

Atoms 1-2, force components in eV/Å:
1.2 -1.7 -1.3
-1.5 0.9 0.7

Atom charges from the Löwdin analysis, given in e for atoms 1 to 5: 0.350, -0.232, -0.196, -0.198, -0.161

2.
# C33H83N10O19

A 13-piece molecular cluster, C33H83N10O19 overall at a distorted geometry (wB97M-V/def2-TZVPD, OMol25).

Its LUMO energy is -15.00 eV. As for the energy above the lowest of the compared OMol25 structures with the same formula, charge and spin: 272.7 kJ/mol. For the HOMO-LUMO gap, the calculation gives 5.06 eV. The value obtained for the max |F| is 5.10 eV Å⁻¹. Its total charge is +7.

Geometry (Å):
C1 5.2332 0.4098 -3.1375
C2 4.4165 -0.7813 -2.7719
O1 4.1201 -1.0720 -1.6542
N1 3.9412 -1.6954 -3.9131
H1 4.6707 -1.9007 -4.5990
H2 3.6994 -2.5286 -3.3813
C3 2.6674 -1.1495 -4.5296
H3 5.9197 0.6371 -2.3261
H4 4.7112 1.3054 -3.4748
H5 5.9442 0.0250 -3.8793
H6 2.9522 -0.7541 -5.5012
H7 2.2268 -0.4218 -3.8481
H8 1.9943 -1.9977 -4.6349
C4 5.1534 1.8243 0.1172
C5 3.9098 1.4772 0.8751
O2 2.8496 2.0018 0.8316
N2 4.1603 0.5589 2.0797
H9 5.1619 0.3282 2.0620
H10 4.2918 1.0607 2.9736
C6 3.1755 -0.5552 2.3019
H11 4.8690 2.5729 -0.6169
H12 5.5775 0.9274 -0.3362
H13 5.9570 2.1721 0.7730
H14 2.2007 -0.2824 2.7033
H15 3.5824 -1.2249 3.0592
H16 3.0718 -1.0344 1.3338
C7 1.0706 -0.8122 -0.9530
C8 0.1821 -0.5912 0.2327
O3 0.0830 -1.3387 1.1666
N3 -0.5031 0.7425 0.2409
H17 0.0817 1.3227 0.8862
H18 -0.3599 1.1817 -0.6803
C9 -1.8701 0.7776 0.8750
H19 1.8126 -1.5632 -0.6932
H20 1.6524 0.0959 -1.1451
H21 0.4888 -1.0225 -1.8504
H22 -1.7402 0.3471 1.8693
H23 -2.5171 0.1691 0.2503
H24 -2.1786 1.7804 1.1616
C10 -3.2720 3.8491 6.8903
C11 -3.1082 3.4693 5.4534
O4 -2.5319 4.0773 4.6269
N4 -3.8362 2.1920 4.9995
H25 -4.7012 1.9255 5.4758
H26 -4.1845 2.3915 4.0602
C12 -2.8590 0.9877 4.9181
H27 -2.5711 4.6552 7.1040
H28 -3.0364 3.0299 7.5725
H29 -4.2566 4.2508 7.1410
H30 -1.8409 1.3142 4.7112
H31 -3.2855 0.4919 4.0461
H32 -2.9898 0.3227 5.7667
C13 -2.2542 -3.3875 -4.8216
C14 -1.8491 -2.0266 -4.4845
O5 -1.6304 -1.6042 -3.3979
N5 -1.6279 -1.0575 -5.6433
H33 -0.9667 -1.4326 -6.3279
H34 -2.4302 -0.7631 -6.2098
C15 -1.0819 0.2799 -5.1532
H35 -3.3145 -3.6109 -4.6668
H36 -1.8504 -4.1405 -4.1415
H37 -1.9847 -3.7221 -5.8240
H38 -0.9248 1.0373 -5.9257
H39 -0.1074 0.1635 -4.6901
H40 -1.8117 0.7986 -4.5311
C16 -5.5292 -0.6959 -3.3130
C17 -4.7431 0.4012 -2.6901
O6 -3.5546 0.3678 -2.5848
N6 -5.4488 1.6972 -2.2915
H41 -6.4249 1.4462 -2.0960
H42 -5.2092 2.0015 -1.3440
C18 -5.4183 2.8026 -3.3387
H43 -6.2708 -0.2749 -3.9999
H44 -6.2333 -1.0991 -2.5746
H45 -4.9014 -1.4796 -3.7142
H46 -6.0291 2.5565 -4.2054
H47 -4.4283 3.0279 -3.7421
H48 -5.7625 3.6896 -2.8106
C19 0.6961 6.4631 -3.3297
C20 1.8460 6.3585 -2.3493
O7 2.4699 7.2933 -1.9942
N7 2.1906 4.9782 -1.8330
H49 2.1311 4.2870 -2.5890
H50 3.1767 4.9519 -1.5738
C21 1.1521 4.3840 -0.8772
H51 0.7844 7.5116 -3.6107
H52 -0.2692 6.2387 -2.8706
H53 0.7173 5.9151 -4.2723
H54 1.4845 3.4012 -0.5603
H55 0.1620 4.3049 -1.3219
H56 1.0411 5.0528 -0.0259
C22 2.8153 -5.2717 2.3970
C23 3.0196 -4.4697 1.1445
O8 2.6799 -3.3467 0.9189
N8 3.8778 -5.1416 0.0739
H57 3.9381 -6.1605 0.2270
H58 3.2541 -5.3336 -0.7216
C24 5.2106 -4.5920 -0.3638
H59 2.3258 -6.1887 2.0575
H60 2.2588 -4.7385 3.1635
H61 3.7310 -5.5462 2.9288
H62 5.3617 -4.9818 -1.3661
H63 5.9278 -5.0344 0.3266
H64 5.1708 -3.5235 -0.1719
C25 -2.3245 -3.5329 2.3685
C26 -1.8588 -4.2057 1.1019
O9 -0.7056 -4.4606 0.9164
N9 -2.8968 -4.7159 0.1393
H65 -2.6879 -5.7190 0.0758
H66 -3.8362 -4.6933 0.5465
C27 -2.8773 -3.9729 -1.2209
H67 -1.4652 -3.1662 2.9368
H68 -2.6489 -4.2378 3.1437
H69 -3.0401 -2.7119 2.3917
H70 -1.8893 -4.2942 -1.5489
H71 -2.6990 -2.9144 -1.0322
H72 -3.7095 -4.1567 -1.8902
C28 -0.0012 -0.9739 4.7610
C29 0.2876 -2.3966 5.1742
O10 0.0830 -3.3684 4.5317
N10 0.8768 -2.5194 6.5898
H73 1.8057 -2.9394 6.5134
H74 1.0293 -1.5815 6.9645
C30 -0.0890 -3.2769 7.5267
H75 -0.8234 -0.5800 5.3596
H76 -0.1870 -1.0458 3.6887
H77 0.7201 -0.1492 4.8131
H78 -1.0286 -2.7250 7.5001
H79 0.2311 -3.1005 8.5529
H80 -0.1480 -4.3104 7.2067
O11 0.7131 3.0821 -3.9987
C31 1.0757 2.1635 -3.0751
O12 2.2758 1.9235 -2.8446
O13 0.1111 1.5764 -2.4553
H81 -0.2614 2.9919 -3.8217
O14 0.1356 3.9829 2.5069
C32 0.5746 2.9676 3.2687
O15 1.2004 3.1929 4.3160
O16 0.1842 1.7932 2.9611
H82 0.2261 4.8109 2.9987
O17 -2.0225 3.0529 -1.2158
C33 -2.6020 3.7946 -2.1837
O18 -3.3774 4.7163 -1.8640
O19 -2.3940 3.4510 -3.3909
H83 -1.5097 2.5128 -1.8293

Atoms 1-2, force components in eV/Å:
1.2 -1.1 -0.7
0.5 1.9 0.8

Atom charges from the Löwdin analysis, given in e for atoms 1 to 5: 0.052, -0.376, 0.129, 0.119, 0.198

Which formula does entry 1 have?
C33H79F6N9O7P

What is the LUMO energy in the first record?
2.11 eV

What is the formula in the first record?
C33H79F6N9O7P